# 1
Computed, not measured: a structure of composition C37H54F30N8O23S10 at a distorted geometry, with ωB97M-V/def2-TZVPD.

The largest force on an atom comes out at 3.5 eV Å⁻¹. The net charge is -2. The total energy is -10588.37125 a.u. As for the frontier orbital gap: 0.1959 hartree.

Structure (XYZ):
```
162
Properties=species:S:1:pos:R:3:forces:R:3
C 3.938812 2.928575 -3.478115 -1.533 0.339 -1.286
C 5.432119 2.837546 -3.385790 1.374 -2.655 1.540
C 5.989427 1.864618 -2.196398 -1.135 1.540 -0.716
C 5.668933 0.396811 -2.268131 -0.840 0.229 -1.425
C 5.209768 0.036872 -3.713788 2.562 -0.983 -0.034
C 5.984572 0.713310 -4.868544 -0.114 1.008 1.539
N 5.825652 2.249475 -4.662249 0.086 -0.381 -2.665
O 5.984719 2.937826 -5.630820 -0.025 -0.606 1.476
C 5.373382 0.322803 -6.178391 0.665 -0.082 -1.678
C 7.527091 0.565683 -4.806762 -1.018 0.102 0.789
C 5.955281 4.192248 -3.287340 0.542 1.952 1.695
H 3.426555 1.963882 -3.569838 0.010 0.346 0.680
H 3.702558 3.401273 -4.471036 0.040 -0.060 0.976
H 3.605971 3.600765 -2.665048 -0.169 -0.665 -0.304
H 5.536983 2.199435 -1.253396 0.535 0.627 -0.337
H 7.052647 1.976193 -2.205646 0.695 0.536 0.283
H 4.824596 0.241377 -1.598428 0.197 -0.534 0.106
H 6.574786 -0.125162 -1.937066 -0.540 -0.359 -0.116
H 4.171268 0.161209 -3.904664 -0.818 -0.101 0.079
H 5.517025 -0.995339 -3.922727 -0.684 -0.213 0.240
H 5.785960 0.881526 -7.063785 -0.225 -0.479 0.959
H 4.293287 0.429074 -6.241873 0.150 0.020 0.411
H 5.614636 -0.744609 -6.335946 -0.126 0.417 0.075
H 7.804470 -0.398099 -5.145945 0.085 -1.085 -0.509
H 7.919062 0.634899 -3.788126 -0.073 0.370 -0.178
H 7.951117 1.287525 -5.470479 0.543 0.484 -0.297
H 5.571944 4.487681 -2.303108 0.297 0.358 -0.015
H 5.445263 4.816731 -3.978422 -0.241 0.700 -0.738
H 7.029168 4.442385 -3.283270 -0.294 -0.793 -0.206
C 2.892966 -5.554805 3.088371 -1.804 0.626 0.929
C 1.592716 -4.673821 3.454261 1.158 -1.537 -0.306
C 1.968131 -3.744425 4.576322 0.857 0.442 -0.718
C 1.140619 -2.466952 4.649303 -1.112 -0.657 1.224
C 1.247956 -1.712881 3.387157 0.908 1.636 -2.005
C 0.688089 -2.382783 2.117957 1.407 -0.529 1.149
N 1.228869 -3.866469 2.195333 -0.938 0.884 1.521
O 1.217989 -4.437917 1.197505 0.696 -1.439 -2.222
C 1.261040 -1.783367 0.839907 0.301 0.845 0.045
C -0.814025 -2.476862 2.098854 -1.033 0.935 0.411
C 0.396547 -5.643143 3.759115 0.664 0.365 0.183
H 3.696736 -4.858551 2.902155 0.336 0.008 -0.535
H 2.620782 -6.204685 2.243798 0.559 0.031 0.447
H 3.173737 -6.086322 4.037928 -0.469 0.177 -1.083
H 3.011392 -3.395595 4.369940 -0.538 -0.302 0.278
H 2.034315 -4.414747 5.433154 -0.303 0.551 0.473
H 1.527484 -1.889990 5.496870 -0.460 0.101 -0.199
H 0.062111 -2.635971 4.761919 0.279 -0.308 0.755
H 2.305990 -1.500414 3.215535 0.247 -0.087 -0.275
H 0.820939 -0.697257 3.336824 -0.232 -0.357 0.740
H 2.367746 -1.704531 0.792657 -0.568 0.198 0.597
H 0.802895 -0.763207 0.703473 0.580 -1.267 0.255
H 1.036846 -2.396027 -0.006388 -0.684 -0.287 -0.637
H -1.176648 -1.445946 1.844461 0.234 -0.918 0.021
H -1.252016 -2.653806 3.088218 0.192 -0.161 -0.151
H -1.259709 -3.204276 1.416679 0.351 0.206 -0.098
H 0.730135 -6.406631 4.505978 0.017 0.668 -0.668
H 0.095740 -6.161517 2.827572 -0.223 0.421 0.607
H -0.382882 -5.058936 4.263712 -0.244 -0.321 -0.514
C -1.616631 3.185929 -0.993437 -0.543 -1.557 -0.320
C -1.175042 1.857778 -0.305898 1.762 0.792 -0.795
C -1.797741 1.661077 1.047252 0.278 -0.740 0.444
C -3.288213 1.378397 1.034251 0.383 -0.860 -0.158
C -3.450669 -0.002066 0.280251 -2.087 1.967 1.981
C -2.869730 -0.143410 -1.067071 0.736 1.498 -0.732
N -1.576849 0.699059 -1.216913 0.428 -0.731 0.792
O -0.826331 0.323420 -2.043379 0.232 0.591 -0.012
C -3.704897 0.465531 -2.220509 0.823 0.301 -0.642
C -2.461871 -1.540375 -1.340389 0.141 -1.181 0.751
C 0.458305 1.839886 -0.273073 0.016 -2.573 -0.501
H -1.584434 2.956626 -2.039227 -0.041 0.268 -0.924
H -0.768219 3.792469 -0.813383 0.194 1.388 0.333
H -2.629325 3.580789 -0.772176 0.877 -0.232 0.333
H -1.588732 2.535568 1.636912 0.301 0.461 0.266
H -1.279178 0.817336 1.517697 -0.004 0.081 0.249
H -3.787991 2.209665 0.541102 -0.449 -0.159 0.054
H -3.616912 1.314870 2.113030 0.017 -0.087 -1.356
H -4.515038 -0.205382 0.141656 -0.154 0.087 0.105
H -3.153901 -0.730062 1.009895 0.649 -0.769 -0.015
H -4.589119 -0.158278 -2.345254 -0.345 0.480 0.322
H -3.123427 0.316734 -3.183901 -0.528 0.474 1.078
H -3.889213 1.562022 -2.020903 -0.304 -1.326 -0.387
H -2.202878 -1.607232 -2.375765 -0.143 -0.761 -0.626
H -3.283335 -2.200730 -0.983619 0.488 0.260 -0.704
H -1.566322 -1.831584 -0.759372 -0.426 0.155 -0.132
H 1.037576 2.023603 -1.241848 -1.360 0.272 1.176
H 0.802488 0.760178 -0.027020 -0.750 1.762 -0.390
H 0.895821 2.419835 0.540792 -0.527 0.397 -0.224
C 1.810724 2.358658 -9.239052 -2.146 0.413 -1.657
F 1.362346 1.266126 -9.922634 0.616 0.994 0.525
F 2.824337 2.909236 -9.963965 -1.083 -0.559 1.319
F 0.731227 3.234005 -9.218887 2.006 -0.902 0.118
S 2.282445 1.754778 -7.555858 0.649 0.183 2.060
O 2.922922 0.510467 -7.825570 0.387 -0.737 -1.020
O 3.162816 2.706402 -6.893773 -1.024 0.226 -0.821
N 0.849727 1.559020 -6.861451 0.583 0.430 -0.461
S 0.830480 0.690944 -5.530870 -1.650 0.325 -0.006
O 2.134010 0.588028 -4.923766 -0.018 -0.363 0.319
O -0.309148 1.069693 -4.700000 1.388 -0.726 -1.133
C 0.450246 -1.065207 -6.205693 0.443 0.366 0.639
F 1.480534 -1.478536 -6.938634 -0.205 -0.084 0.080
F 0.312644 -1.925932 -5.175757 -0.164 0.425 -0.333
F -0.645095 -1.091447 -6.958814 0.096 0.107 0.309
C 3.985303 3.366573 2.815070 2.015 1.442 1.049
F 3.909231 4.666343 3.189176 -0.623 -0.709 0.092
F 5.164575 2.936525 3.446449 -1.935 -0.171 -1.234
F 2.947905 2.673140 3.235284 0.279 0.082 0.188
S 4.098142 3.396407 0.981848 1.411 -1.998 -0.486
O 5.388227 3.989983 0.689784 -1.197 0.228 0.078
O 3.979241 1.996323 0.617144 -0.001 0.092 0.148
N 2.769586 4.072495 0.523646 0.256 0.607 -0.314
S 2.673091 5.610787 0.131078 -0.505 0.951 2.114
O 3.725161 6.437738 0.658773 -0.219 -0.315 -0.403
O 2.208905 5.806778 -1.196247 -0.045 -0.237 -0.931
C 1.172656 6.081936 1.180899 -0.713 0.977 -1.351
F 1.312789 5.847217 2.458066 0.481 0.196 0.534
F 0.945623 7.419061 0.947141 0.482 -1.035 0.549
F 0.033936 5.469127 0.800382 0.408 -0.263 -0.257
C -2.245717 2.866960 10.173614 0.293 -1.593 -0.677
F -3.330021 3.564058 9.983087 -1.036 0.757 -0.775
F -1.535925 3.510760 11.081705 0.436 -0.063 0.741
F -2.669495 1.654517 10.655210 0.825 0.805 -0.134
S -1.105680 2.655188 8.640372 0.105 -2.353 1.916
O -1.234353 3.859868 7.915003 0.653 1.365 -0.074
O 0.109735 2.231673 9.357564 -1.685 0.732 -1.709
N -1.750939 1.417531 7.840784 0.377 0.271 1.055
S -2.493254 1.514711 6.476280 -1.453 0.013 -1.778
O -3.721517 0.748716 6.381157 1.435 0.102 0.714
O -2.525849 2.776931 5.785766 0.291 -0.117 0.446
C -1.265192 0.615626 5.409436 0.237 -1.430 -1.308
F -1.617386 0.521275 4.114193 -1.318 0.722 -0.750
F -0.106441 1.236431 5.352364 1.015 0.691 0.872
F -1.011794 -0.692203 5.669423 -0.091 0.067 1.382
C -8.104469 -2.219420 1.416253 -0.324 0.945 1.917
F -6.878684 -2.146140 1.929883 0.265 0.005 0.453
F -7.986267 -2.781797 0.255825 -0.375 -0.106 -1.533
F -8.875446 -3.014540 2.183885 0.270 -0.337 0.204
S -8.956697 -0.538099 1.557065 0.125 -0.903 -2.787
O -10.303589 -0.856290 1.215770 -0.952 -0.220 -0.441
O -8.764276 0.032418 2.828555 0.949 0.450 1.537
N -8.138400 0.104725 0.330438 -0.872 0.322 1.048
S -7.905777 1.654383 0.168239 2.574 -1.390 -1.141
O -8.472877 2.542285 1.158358 0.463 -0.491 -1.203
O -6.489161 1.714069 -0.279403 -1.771 1.189 0.984
C -8.667143 1.950849 -1.532465 -1.005 2.952 1.165
F -8.074878 1.327719 -2.490832 0.899 -0.935 -0.855
F -9.978758 1.743143 -1.647351 -0.161 -0.431 0.430
F -8.519467 3.324724 -1.762368 0.142 -1.086 0.116
C -2.355624 -7.245715 -0.987933 -0.542 1.439 1.318
F -1.731965 -7.567822 -2.083658 1.321 -0.155 -0.876
F -3.630792 -7.082191 -1.333629 -0.213 0.521 0.342
F -2.300478 -8.247054 -0.122119 0.215 -0.551 0.283
S -1.620613 -5.677799 -0.030506 -1.422 -1.090 -0.515
O -0.394730 -6.169327 0.558255 -0.319 -0.152 -0.203
O -1.519043 -4.613262 -0.994205 -0.079 -0.051 0.218
N -2.694839 -5.509603 1.108902 1.706 -0.507 -0.644
S -3.956086 -4.609798 1.277642 -0.702 0.267 -1.036
O -3.667726 -3.409955 2.009932 -0.062 -0.066 0.025
O -4.831153 -4.521248 0.131920 0.614 -0.127 0.774
C -4.740518 -5.748719 2.467015 -2.981 -0.869 1.183
F -5.109203 -6.972467 1.968862 0.345 1.420 -0.347
F -4.053676 -6.037904 3.552004 1.035 0.394 0.260
F -5.890090 -5.130168 2.922773 1.017 -0.560 -0.846
```
Positions in Å, forces in eV/Å.

# 2
Computed, not measured: a cluster of 5 separate species, C37H54FN6O11PS in total at a distorted geometry, with ωB97M-V/def2-TZVPD.

The largest force on an atom comes out at 2.2 eV Å⁻¹. The net charge is 0. The total energy is -3437.92891 a.u. The SMILES is CNCc1c(OC#N)c(CCCCCCOC(C)=O)c2c(c1P(O)(O)=S)C(=O)c1c(F)cccc1C2=O.CN(C)C=O.CN(C)C=O.CN(C)C=O.CN(C)C=O. As for the frontier orbital gap: 0.2814 hartree.

Structure (XYZ):
```
111
Properties=species:S:1:pos:R:3:forces:R:3
C -3.544429 1.983995 5.068637 0.090 -0.330 -0.145
N -3.564400 1.505705 3.687250 0.113 0.270 0.065
C -2.234904 1.082396 3.241133 -0.159 0.452 0.225
C -1.945313 1.535462 1.821217 -0.090 -0.515 0.447
C -1.115484 2.629828 1.635720 0.313 0.068 -0.286
O -0.608523 3.326738 2.781269 -0.275 -0.355 -0.335
C -1.428615 4.258632 3.141470 0.700 -0.995 -0.074
N -2.178454 5.030799 3.516135 -0.839 1.215 0.429
C -0.698864 3.115364 0.407593 -0.172 0.093 -0.379
C 0.227422 4.293080 0.273340 0.202 0.259 0.873
C 1.533363 4.206461 1.081592 0.014 0.004 -0.548
C 2.316709 2.921161 0.864672 0.649 0.344 0.257
C 3.600038 2.920214 1.733226 -1.024 -0.248 0.118
C 3.872027 1.587255 2.449520 1.199 0.371 -0.413
C 5.359486 1.249862 2.326476 -0.102 0.085 0.354
O 5.763030 0.430479 3.451683 -0.779 -0.354 -0.354
C 6.393225 -0.718041 3.125208 0.219 -0.152 0.258
C 5.899463 -1.926874 3.866178 0.110 0.608 0.538
O 7.283015 -0.770606 2.328075 0.222 0.057 -0.634
C -1.230155 2.454022 -0.700569 0.057 0.008 0.005
C -2.096275 1.371187 -0.565975 -0.037 -0.276 0.178
C -2.460015 0.872988 0.693305 -0.160 0.660 0.105
P -3.536233 -0.601171 0.811679 0.416 -1.548 -1.438
O -5.005014 -0.206132 0.371335 -0.052 0.736 0.668
O -3.765727 -1.016232 2.312283 0.392 -0.212 0.525
S -2.822266 -2.089049 -0.208144 0.304 0.263 0.152
C -2.601391 0.773926 -1.850113 0.300 0.092 0.138
O -3.750534 0.467529 -2.020348 -0.587 0.023 -0.029
C -1.574364 0.678727 -2.915939 -0.038 -0.431 -0.100
C -1.474085 -0.391012 -3.795965 0.147 0.423 -0.142
F -2.339588 -1.403419 -3.739717 0.028 -0.011 0.021
C -0.474447 -0.406265 -4.752511 -0.052 -0.121 -0.011
C 0.433316 0.639044 -4.828522 -0.044 0.062 0.048
C 0.340785 1.727497 -3.974806 -0.326 -0.166 -0.003
C -0.674303 1.729948 -3.033265 0.155 -0.016 0.025
C -0.889031 2.867931 -2.098558 -0.066 -0.219 0.079
O -0.835516 4.011956 -2.468240 0.232 0.363 -0.092
H -2.929269 2.870115 5.155570 0.192 0.217 -0.090
H -4.538550 2.273214 5.389229 -0.219 -0.113 0.001
H -3.140305 1.219624 5.741342 -0.073 0.040 0.267
H -4.209624 0.732222 3.610477 0.024 -0.010 -0.105
H -2.074627 0.018420 3.354311 0.134 -0.194 -0.067
H -1.504614 1.543621 3.895114 0.138 0.132 0.058
H 0.484154 4.498053 -0.753406 -0.154 -0.162 -0.261
H -0.319876 5.170317 0.625943 -0.089 0.135 -0.078
H 1.381383 4.395073 2.135871 -0.122 -0.142 0.238
H 2.163281 5.023687 0.733234 0.081 0.156 -0.002
H 2.650911 2.890148 -0.171913 -0.272 -0.199 -0.275
H 1.712786 2.035355 1.053857 -0.128 -0.075 0.082
H 3.461627 3.680118 2.497096 0.221 0.224 0.092
H 4.422084 3.252956 1.109979 0.264 -0.065 0.053
H 3.674905 1.666450 3.513224 -0.439 -0.127 0.074
H 3.314616 0.782238 1.980961 -0.301 -0.168 0.273
H 5.519017 0.701386 1.404252 0.377 0.021 -0.129
H 5.966163 2.147665 2.338278 0.123 0.138 -0.062
H 6.765441 -2.426565 4.284386 0.023 -0.297 -0.017
H 5.380724 -2.580156 3.174832 -0.029 -0.133 -0.113
H 5.232101 -1.615861 4.661951 -0.142 -0.146 0.088
H -4.991641 0.562216 -0.215841 -0.120 -0.146 -0.304
H -3.047541 -1.645645 2.581485 -0.531 0.053 0.138
H -0.411943 -1.237171 -5.436957 -0.001 -0.168 -0.025
H 1.210815 0.603096 -5.573368 0.130 -0.017 -0.101
H 1.029975 2.552358 -4.024460 0.085 0.156 -0.067
C -3.369902 -5.866325 5.357319 0.162 -0.022 -0.134
N -2.565538 -5.029459 4.487880 0.001 -0.466 0.097
C -1.721045 -5.664098 3.478453 -0.056 0.232 0.041
C -2.582225 -3.706439 4.581687 -0.072 0.519 -0.165
O -1.941104 -2.945598 3.860277 -0.241 0.140 -0.067
H -2.725688 -6.535533 5.929791 -0.062 -0.036 0.040
H -4.060432 -6.463960 4.760600 -0.035 -0.035 0.057
H -3.942324 -5.251073 6.048234 0.008 0.033 -0.009
H -0.677856 -5.405835 3.647423 0.026 -0.021 -0.095
H -1.997865 -5.313006 2.487419 0.072 -0.024 -0.028
H -1.842892 -6.741788 3.532374 -0.027 -0.018 0.016
H -3.253434 -3.333604 5.372548 0.024 0.025 0.010
C -1.204263 -5.618253 -2.500355 0.170 -0.302 0.053
N -0.579198 -6.225948 -1.336153 -0.088 0.083 -0.123
C 0.017970 -7.545138 -1.438334 -0.003 0.126 0.155
C -0.545509 -5.576007 -0.165234 0.027 0.299 0.351
O -0.039155 -5.987992 0.867911 -0.022 -0.204 -0.203
H -2.025061 -6.234694 -2.862663 -0.010 0.057 -0.090
H -0.471383 -5.506012 -3.300375 -0.092 0.033 -0.087
H -1.591265 -4.636499 -2.234304 -0.013 0.002 -0.003
H -0.464317 -8.229594 -0.739218 0.041 -0.047 -0.020
H 1.078455 -7.496444 -1.187621 0.003 -0.064 -0.006
H -0.099379 -7.919366 -2.451867 -0.029 0.035 -0.025
H -1.035154 -4.588173 -0.218211 0.016 -0.015 0.053
C -3.513315 -2.146687 -6.778103 0.081 -0.172 -0.101
N -2.928898 -3.459410 -6.585376 -0.009 0.146 -0.086
C -2.190225 -4.077514 -7.673574 -0.030 -0.073 0.172
C -3.047294 -4.129489 -5.424450 -0.096 0.008 0.278
O -2.572386 -5.228967 -5.206865 0.045 0.008 -0.152
H -4.231004 -2.172305 -7.600548 -0.015 0.084 0.008
H -2.733305 -1.419057 -7.012785 -0.055 0.085 -0.002
H -4.026351 -1.830631 -5.872487 0.021 -0.023 0.025
H -2.652244 -5.026369 -7.947119 0.053 -0.013 -0.045
H -1.164278 -4.277690 -7.362646 0.018 -0.038 -0.060
H -2.186290 -3.413868 -8.534360 -0.027 0.039 0.010
H -3.623424 -3.577694 -4.662805 0.003 -0.006 -0.039
C 4.096426 8.741771 -1.097629 0.098 -0.177 -0.131
N 4.582857 7.391492 -0.891366 -0.055 0.136 -0.065
C 5.128082 6.652393 -2.018129 -0.005 -0.069 0.172
C 4.548223 6.792791 0.312510 -0.006 -0.013 0.141
O 4.942586 5.663279 0.534651 -0.016 -0.001 -0.079
H 3.285896 8.740917 -1.828938 -0.017 0.084 0.016
H 4.903156 9.378905 -1.464944 -0.049 0.071 0.009
H 3.724106 9.151180 -0.161274 0.003 -0.025 0.028
H 4.554559 5.738656 -2.177532 0.039 -0.017 -0.049
H 6.162160 6.372820 -1.815774 0.002 -0.034 -0.055
H 5.086014 7.268457 -2.912383 -0.022 0.042 0.014
H 4.117568 7.431537 1.102575 0.005 0.012 -0.018
```
Positions in Å, forces in eV/Å.

> What is the frontier orbital gap in the second record?

0.2814 hartree